Density functional theory data (ωB97M-V with the def2-TZVPD basis set) for the molecule C5H10O in a non-equilibrium geometry.

* HOMO level: -8.5 eV
* energy above the lowest of the compared OMol25 structures with the same formula, charge and spin: 59.9 kcal/mol
* lowest unoccupied orbital energy: 0.52 eV
* SMILES: CC(=O)C(C)C
* frontier orbital gap: 9.1 eV

CARTESIAN COORDINATES (ANGSTROEM)
C 0.420 -0.660 -1.251
C 0.197 0.601 -0.383
C 1.533 1.283 -0.073
C -0.497 0.093 0.936
O 0.094 -0.785 1.542
C -1.874 -0.682 1.134
H -0.527 -1.140 -1.523
H 1.023 -1.394 -0.707
H 0.944 -0.409 -2.182
H -0.437 1.304 -0.932
H 2.199 0.601 0.465
H 1.386 2.175 0.544
H 2.038 1.589 -0.997
H -2.322 -0.415 2.090
H -2.380 -0.358 0.256
H -1.798 -1.803 1.079